1.
Below is B2F8Tl as an isolated structure, with properties calculated with wB97M-V/def2-TZVPD.

```
! wB97M-V def2-TZVPD RIJCOSX def2/J DEFGRID3
* xyz 2 2
Tl 0.55 -1.66 2.09
F -1.56 0.05 -1.73
F -2.32 -2.11 -1.33
F 0.41 1.44 1.33
F 0.83 1.37 -0.85
F -2.04 -0.64 0.31
F -0.21 -1.35 -0.60
F 2.13 0.21 0.58
F 2.32 2.38 0.67
B -1.55 -1.02 -0.87
B 1.44 1.34 0.41
*
```

Summary:
* E_LUMO (alpha / beta): -17.842 / -15.921 eV
* M: 378.0 g mol⁻¹
* <S²>: 1.7694
* frontier orbital gap (alpha / beta): 5.367 / 6.538 eV
* HOMO (alpha / beta): -23.2 / -22.5 eV
* relative energy (zero: lowest compared OMol25 entry of this formula, charge and spin): 20.1 kJ/mol


2.
Below is C28H21F2N3PPd as an isolated structure, with properties calculated with wB97M-V/def2-TZVPD.

```
! wB97M-V def2-TZVPD RIJCOSX def2/J DEFGRID3
* xyz 1 1
Pd 0.06 -0.36 0.25
P 2.44 0.08 0.53
F -4.41 -2.94 -0.54
F -4.77 1.66 -1.08
N 0.21 1.73 0.57
N -0.25 -2.35 0.04
N 2.37 1.62 -0.20
C -1.91 -0.33 -0.19
C -0.78 2.46 1.14
C -2.47 -1.62 -0.25
C -1.53 -2.74 -0.15
C 1.97 -0.16 3.23
C 3.84 1.25 2.66
C 0.22 4.50 0.43
C -1.83 -4.09 -0.29
C -0.81 3.83 1.09
C 4.36 -1.85 0.28
C 4.07 1.49 4.01
C 6.45 -1.67 -0.89
C 6.11 -0.39 -1.29
C 1.27 2.39 0.07
C 1.28 3.78 -0.07
C -0.82 -5.03 -0.23
C -4.03 0.59 -0.79
C 4.01 -0.56 -0.11
C -3.83 -1.73 -0.52
C 2.79 0.42 2.27
C -4.64 -0.65 -0.77
C 5.57 -2.40 -0.10
C 2.20 0.08 4.58
C -2.69 0.77 -0.50
C 3.25 0.90 4.97
C 0.49 -4.61 -0.03
C 0.73 -3.26 0.10
C 4.90 0.17 -0.90
H 4.69 1.18 -1.22
H 4.49 1.69 1.92
H -1.62 4.37 1.56
H 1.14 -0.79 2.93
H 0.21 5.57 0.34
H 3.43 1.09 6.02
H -1.55 1.89 1.62
H 3.05 1.97 -0.84
H 1.73 -2.88 0.24
H -2.30 1.77 -0.58
H 4.89 2.13 4.31
H 2.14 4.26 -0.51
H -5.70 -0.77 -0.98
H 3.71 -2.42 0.93
H 1.57 -0.38 5.33
H -1.04 -6.08 -0.35
H 6.80 0.19 -1.89
H 7.39 -2.10 -1.20
H 5.83 -3.40 0.22
H -2.85 -4.40 -0.46
H 1.31 -5.31 0.02
*
```

Summary:
* E_LUMO: -2.947 eV
* M: 574.9 g mol⁻¹
* frontier orbital gap: 8.317 eV
* HOMO: -11.3 eV